Entry from the Open Molecules 2025 dataset: 8 unconnected molecules or ions with the total composition C27H69N13O8 at a distorted geometry (wB97M-V/def2-TZVPD).

```
! wB97M-V def2-TZVPD RIJCOSX def2/J DEFGRID3
* xyz 0 1
C 9.90 28.74 -5.51
C 8.91 27.67 -6.12
C 7.51 28.30 -6.41
C 7.49 29.15 -7.68
C 7.97 28.24 -8.85
C 9.43 27.82 -8.58
N 9.52 27.12 -7.30
O 10.88 26.57 -7.17
C 9.78 26.82 -9.66
C 10.36 29.00 -8.79
C 8.62 26.61 -5.09
H 10.94 28.46 -5.64
H 9.73 28.72 -4.43
H 9.64 29.71 -5.95
H 6.67 27.61 -6.42
H 7.24 29.11 -5.73
H 7.97 30.13 -7.67
H 6.47 29.49 -7.88
H 8.03 28.90 -9.72
H 7.40 27.39 -9.21
H 9.20 25.91 -9.53
H 9.52 27.26 -10.62
H 10.82 26.51 -9.64
H 11.41 28.79 -8.58
H 10.23 29.56 -9.71
H 10.20 29.79 -8.06
H 8.42 27.00 -4.09
H 9.54 26.05 -4.88
H 7.96 25.80 -5.38
H 10.72 25.67 -7.45
C 4.84 29.86 -19.68
C 6.28 30.37 -19.59
C 6.29 31.91 -19.90
C 5.75 32.80 -18.76
C 6.47 32.44 -17.45
C 6.51 30.91 -17.10
N 6.91 30.07 -18.30
O 7.07 28.74 -18.06
C 7.56 30.61 -16.06
C 5.10 30.43 -16.56
C 7.18 29.79 -20.71
H 4.28 29.76 -18.75
H 4.78 28.84 -20.08
H 4.08 30.25 -20.35
H 7.29 32.31 -20.07
H 5.61 32.10 -20.73
H 4.68 32.74 -18.58
H 5.99 33.83 -19.03
H 5.97 32.95 -16.63
H 7.47 32.86 -17.35
H 7.40 31.34 -15.27
H 7.55 29.59 -15.67
H 8.50 31.01 -16.43
H 5.12 30.66 -15.49
H 4.21 30.89 -16.99
H 5.01 29.38 -16.27
H 6.75 30.12 -21.65
H 7.13 28.70 -20.70
H 8.22 30.09 -20.80
H 7.81 28.56 -18.64
C 17.38 35.47 -12.54
O 16.33 35.10 -12.93
N 18.28 34.73 -12.09
N 17.69 36.75 -12.27
H 17.92 33.82 -11.87
H 19.21 35.00 -11.81
H 16.94 37.41 -12.41
H 18.50 36.92 -11.69
C 9.82 35.46 -3.71
O 9.48 35.28 -2.56
N 10.40 36.45 -4.30
N 9.76 34.54 -4.64
H 10.55 36.37 -5.29
H 10.69 37.31 -3.85
H 10.40 34.40 -5.41
H 9.32 33.75 -4.20
C 18.94 30.28 -9.52
O 17.97 30.98 -9.70
N 19.85 30.30 -10.42
N 19.11 29.40 -8.52
H 20.61 29.64 -10.36
H 19.52 30.69 -11.29
H 19.97 28.86 -8.45
H 18.31 29.22 -7.93
C 15.29 32.01 -4.54
O 15.36 32.51 -3.49
N 16.25 31.77 -5.46
N 14.12 31.69 -4.98
H 16.03 31.90 -6.43
H 17.18 32.04 -5.17
H 14.03 31.08 -5.78
H 13.36 32.07 -4.43
C 12.25 34.12 -9.99
O 11.40 34.33 -9.10
N 13.50 34.31 -9.74
N 11.99 33.80 -11.19
H 14.25 34.14 -10.40
H 13.66 34.58 -8.78
H 11.05 33.65 -11.52
H 12.73 34.03 -11.84
C 5.98 36.52 -11.25
C 5.56 35.29 -10.37
C 4.37 34.59 -10.85
O 3.18 35.33 -10.50
C 2.12 34.94 -11.31
N 6.74 34.41 -10.52
H 6.82 37.07 -10.83
H 5.08 37.11 -11.40
H 6.28 36.04 -12.18
H 5.52 35.50 -9.30
H 4.45 33.68 -10.26
H 4.51 34.24 -11.88
H 2.02 35.78 -12.00
H 1.09 34.95 -10.96
H 2.21 34.09 -11.98
H 6.52 33.43 -10.42
H 7.39 34.58 -9.78
*
```

E in Eh: -2383.7440
Orbital gap in hartree: 0.2925
Structure (SMILES): CC1(C)CCCC(C)(C)N1O.CC1(C)CCCC(C)(C)N1O.COC[C@H](C)N.NC(N)=O.NC(N)=O.NC(N)=O.NC(N)=O.NC(N)=O